*w*
Molecular formula: C21H20N4O3S2
Method: DFT, ωB97M-V/def2-TZVPD

Positions of all 50 atoms, in Å:
H  -0.126  1.119  -3.533
N  -0.737  1.813  -2.999
C  -1.302  1.443  -1.896
N  -1.953  2.481  -1.395
C  -2.465  2.770  0.002
C  -1.347  3.122  1.008
C  -0.502  4.367  0.464
S  -1.664  5.818  0.655
O  -1.001  7.066  0.236
O  -2.196  5.956  2.027
C  -2.955  5.378  -0.486
C  -3.408  3.950  -0.146
C  -0.916  0.131  -1.329
C  -1.664  -0.689  -0.487
C  -0.942  -1.700  0.167
C  -1.335  -2.289  1.458
O  -2.323  -2.050  2.091
N  -0.470  -3.329  1.868
C  -0.793  -4.163  3.025
C  0.849  -3.405  1.421
C  1.331  -2.836  0.244
C  2.688  -3.128  -0.192
C  3.818  -3.011  0.742
C  5.080  -3.468  0.311
C  5.233  -3.825  -0.986
C  4.189  -3.823  -1.994
C  4.421  -4.192  -3.395
N  4.703  -4.353  -4.495
C  2.934  -3.456  -1.536
C  0.339  -1.830  -0.402
S  0.635  -0.656  -1.633
H  -2.197  3.133  -2.161
H  -3.190  1.975  0.456
H  -1.854  3.353  1.976
H  -0.693  2.194  1.158
H  -0.102  4.206  -0.504
H  0.344  4.497  1.163
H  -3.760  6.021  -0.342
H  -2.601  5.439  -1.573
H  -4.254  3.553  -0.887
H  -3.913  3.883  0.815
H  -2.749  -0.464  -0.238
H  0.028  -4.553  3.678
H  -1.275  -5.049  2.663
H  -1.323  -3.567  3.748
H  1.520  -4.056  2.025
H  3.768  -2.922  1.857
H  5.866  -3.560  1.032
H  6.179  -3.970  -1.458
H  2.083  -3.323  -2.221

* HOMO: -0.309 Eh
* spin multiplicity: 1
* SMILES: [H]/N=C(/NC1CCS(=O)(=O)CC1)c1cc2c(=O)n(C)cc(-c3cccc(C#N)c3)c2s1
* Kohn-Sham gap: 8.00 eV

Atomic partial charges in e from the natural (NBO) method, atoms 1 to 4: H 0.340; N -0.732; C 0.396; N -0.624

*x*
Molecular formula: C21H20N4O3S2
Method: DFT, ωB97M-V/def2-TZVPD

Positions of all 50 atoms, in Å:
N  1.594  -3.446  -0.600
C  2.170  -2.643  -0.020
C  2.854  -1.621  0.676
C  3.823  -0.862  0.017
C  4.411  0.203  0.667
C  4.049  0.525  1.973
C  4.529  1.797  2.587
S  3.875  3.215  1.594
C  2.250  2.651  1.444
N  1.572  1.980  2.325
N  0.426  1.619  1.735
C  0.440  2.089  0.524
C  -0.557  1.872  -0.497
C  -0.414  2.422  -1.770
C  -1.348  2.147  -2.753
C  -2.417  1.307  -2.478
C  -2.554  0.771  -1.209
S  -3.878  -0.408  -0.888
O  -4.313  -0.255  0.467
O  -4.836  -0.296  -1.947
N  -3.151  -1.887  -1.022
C  -2.260  -2.290  0.040
C  -2.143  -3.812  0.046
C  -1.653  -4.297  -1.316
C  -2.592  -3.793  -2.409
C  -2.704  -2.272  -2.339
C  -1.646  1.046  -0.212
O  1.589  2.772  0.275
C  3.125  -0.272  2.642
C  2.527  -1.339  2.002
H  4.086  -1.096  -1.004
H  5.132  0.819  0.149
H  5.611  1.917  2.531
H  4.183  1.917  3.611
H  0.430  3.063  -1.980
H  -1.239  2.580  -3.735
H  -3.160  1.067  -3.222
H  -2.691  -1.921  0.972
H  -1.261  -1.844  -0.099
H  -3.123  -4.240  0.261
H  -1.448  -4.117  0.829
H  -1.614  -5.387  -1.331
H  -0.643  -3.921  -1.489
H  -3.585  -4.223  -2.265
H  -2.227  -4.085  -3.394
H  -3.445  -1.898  -3.046
H  -1.726  -1.817  -2.565
H  -1.775  0.640  0.778
H  2.845  -0.031  3.655
H  1.784  -1.935  2.510

* HOMO: -0.331 Eh
* spin multiplicity: 1
* SMILES: N#Cc1ccc(CSc2nnc(-c3cccc(S(=O)(=O)N4CCCCC4)c3)o2)cc1
* Kohn-Sham gap: 8.84 eV

Atomic partial charges in e from the natural (NBO) method, atoms 1 to 4: N -0.325; C 0.291; C -0.201; C -0.150

Relative energy table, unit eV: *w* 2.599; *x* 0.000

*w*
Molecular formula: C3H5Cl
Method: DFT, ωB97M-V/def2-TZVPD

Positions of all 9 atoms, in Å:
C  -0.198  -1.008  0.153
C  -0.381  0.259  -0.727
C  0.707  0.131  0.335
Cl  2.417  0.049  0.156
H  -0.974  -1.090  0.765
H  0.127  -1.842  -0.362
H  -0.208  0.398  -1.700
H  -1.128  0.997  -0.569
H  -0.363  2.106  1.951

* HOMO (alpha / beta): -0.376 / -0.317 Eh
* spin multiplicity: 1
* Kohn-Sham gap (alpha / beta): 9.91 / 8.52 eV

Atomic partial charges in e from the natural (NBO) method, atoms 1 to 4: C -0.453; C -0.462; C 0.016; Cl 0.022

*x*
Molecular formula: C3H5Cl
Method: DFT, ωB97M-V/def2-TZVPD

Positions of all 9 atoms, in Å:
C  1.060  1.300  -0.033
C  0.509  0.124  0.000
C  1.144  -1.209  -0.011
Cl  -1.327  -0.017  0.002
H  2.193  1.306  0.091
H  0.533  2.226  0.098
H  2.233  -1.135  -0.156
H  0.481  -1.689  -0.755
H  0.840  -1.700  0.949

* HOMO: -0.360 Eh
* spin multiplicity: 1
* SMILES: C=C(C)Cl
* Kohn-Sham gap: 10.76 eV

Atomic partial charges in e from the natural (NBO) method, atoms 1 to 4: C -0.449; C 0.073; C -0.680; Cl -0.094

*y*
Molecular formula: C3H5Cl
Method: DFT, ωB97M-V/def2-TZVPD

Positions of all 9 atoms, in Å:
C  -0.668  -1.600  -0.723
C  -0.920  -0.584  -0.103
C  -1.186  0.724  0.527
H  -0.508  -2.544  -0.992
H  -0.338  1.483  0.376
H  -2.225  1.051  0.163
H  -1.217  0.729  1.653
Cl  3.336  0.207  0.115
H  3.727  0.534  -1.016

* HOMO: -0.364 Eh
* spin multiplicity: 1
* SMILES: C#CC.Cl
* Kohn-Sham gap: 10.84 eV

Atomic partial charges in e from the natural (NBO) method, atoms 1 to 4: C -0.251; C 0.010; C -0.707; H 0.214

*z*
Molecular formula: C3H5Cl
Method: DFT, ωB97M-V/def2-TZVPD

Positions of all 9 atoms, in Å:
C  -0.308  0.853  0.153
C  -0.421  -0.632  0.504
C  0.706  -0.129  -0.387
Cl  2.343  -0.024  0.037
H  -1.221  1.236  -0.341
H  0.080  1.426  0.970
H  -0.411  -0.924  1.523
H  -1.143  -1.126  -0.196
H  0.374  -0.681  -2.264

* HOMO (alpha / beta): -0.345 / -0.344 Eh
* spin multiplicity: 1
* Kohn-Sham gap (alpha / beta): 8.92 / 8.92 eV

Atomic partial charges in e from the natural (NBO) method, atoms 1 to 4: C -0.468; C -0.463; C -0.093; Cl 0.050

Relative energy table, unit eV: *w* 5.466; *x* 0.000; *y* 1.377; *z* 4.028

*w*
Molecular formula: C3H5Cl
Method: DFT, ωB97M-V/def2-TZVPD

Positions of all 9 atoms, in Å:
C  -0.250  1.357  -0.744
C  -0.754  0.534  0.165
C  -0.076  -0.899  0.616
Cl  -2.149  0.968  1.165
H  -0.816  2.231  -1.112
H  0.792  1.149  -1.161
H  -0.001  -1.008  1.711
H  -0.324  -1.807  0.047
H  0.995  -0.740  0.279

* HOMO: -0.353 Eh
* spin multiplicity: 1
* SMILES: C=C(C)Cl
* Kohn-Sham gap: 10.62 eV

Atomic partial charges in e from the natural (NBO) method, atoms 1 to 4: C -0.446; C 0.004; C -0.650; Cl -0.031

*x*
Molecular formula: C3H5Cl
Method: DFT, ωB97M-V/def2-TZVPD

Positions of all 9 atoms, in Å:
C  0.630  0.014  0.027
C  -0.760  0.394  -0.178
C  -1.840  -0.351  0.203
Cl  -3.483  0.071  -0.041
H  1.135  0.744  0.652
H  0.902  -1.077  0.282
H  1.144  0.339  -0.890
H  -1.044  1.473  -0.612
H  -1.838  -1.374  0.788

* HOMO: -0.332 Eh
* spin multiplicity: 1
* SMILES: C/C=C/Cl
* Kohn-Sham gap: 10.20 eV

Atomic partial charges in e from the natural (NBO) method, atoms 1 to 4: C -0.661; C -0.205; C -0.255; Cl -0.006

Relative energy table, unit eV: *w* 0.000; *x* 0.129

*w*
Molecular formula: C4H11NO
Method: DFT, ωB97M-V/def2-TZVPD

Positions of all 17 atoms, in Å:
C  -1.258  0.860  -0.584
C  0.042  0.235  -0.864
C  0.135  -1.130  -1.209
N  -0.843  -1.990  -1.083
C  1.313  0.898  -0.509
H  -2.083  0.232  -0.899
H  -1.337  1.845  -1.057
H  -1.324  1.063  0.489
H  1.043  -1.491  -1.660
H  -0.704  -2.973  -1.276
H  -1.594  -1.845  -0.416
H  1.139  1.595  0.322
H  1.933  1.455  -1.213
H  1.979  0.149  -0.075
H  0.354  0.533  2.595
H  0.383  0.450  4.114
O  0.821  0.115  3.324

* <S²>: 0.76
* HOMO (alpha / beta): -0.515 / -0.539 Eh
* charge: +1
* spin multiplicity: 2
* Kohn-Sham gap (alpha / beta): 10.25 / 7.96 eV

Atomic partial charges in e from the natural (NBO) method, atoms 1 to 4: C -0.696; C 0.216; C 0.125; N -0.613

*x*
Molecular formula: C4H11NO
Method: DFT, ωB97M-V/def2-TZVPD

Positions of all 17 atoms, in Å:
C  -0.954  -1.733  1.488
C  0.176  -1.253  2.414
H  -1.864  -1.903  2.047
H  -1.201  -0.971  0.736
H  -0.716  -2.652  0.951
H  1.161  -1.536  2.025
H  0.160  -0.160  2.523
H  0.106  -1.716  3.392
C  -0.618  1.839  -1.606
C  0.250  0.739  -1.095
O  0.308  -0.351  -1.724
N  0.924  0.825  0.019
H  -0.578  1.857  -2.694
H  -0.370  2.802  -1.163
H  1.523  0.051  0.293
H  1.229  1.756  0.311
H  -1.654  1.605  -1.319

* <S²>: 0.75
* HOMO (alpha / beta): -0.565 / -0.565 Eh
* charge: +1
* spin multiplicity: 2
* Kohn-Sham gap (alpha / beta): 10.88 / 6.22 eV

Atomic partial charges in e from the natural (NBO) method, atoms 1 to 4: C -0.609; C -0.618; H 0.231; H 0.164

Relative energy table, unit eV: *w* 0.000; *x* 1.109